A gas-phase ion, C4H12N3 (charge +1) in a non-equilibrium geometry. Source: OMol25; level of theory: ωB97M-V with the def2-TZVPD basis set.

Summary:
total charge	+1
gap between HOMO and LUMO	5.8	eV

Bonds (Å) are listed after each position.
Element x y z (Å)
1 N -0.209 -1.091 -0.754  C6 1.329, H10 1.030
2 N -2.822 -0.409 0.141  C4 1.416, H14 1.009, H19 1.021
3 N 2.589 -0.760 0.174  C7 1.419, H9 1.012, H17 1.008
4 C -1.782 0.537 -0.030  N2 1.416, C6 1.627, H15 1.089, H16 1.083
5 C 0.687 0.934 0.216  C6 1.566, C7 1.549, H8 1.080, H13 1.096
6 C -0.369 -0.222 0.240  N1 1.329, C4 1.627, C5 1.566, H11 1.085
7 C 2.039 0.437 -0.354  N3 1.419, C5 1.549, H12 1.088, H18 1.095
8 H 0.377 1.760 -0.408  C5 1.080
9 H 2.851 -0.750 1.151  N3 1.012
10 H -0.375 -2.053 -0.429  N1 1.030
11 H -0.416 -0.691 1.217  C6 1.085
12 H 2.761 1.241 -0.222  C7 1.088
13 H 0.733 1.313 1.243  C5 1.096
14 H -2.768 -1.186 -0.500  N2 1.009
15 H -1.881 1.324 0.717  C4 1.089
16 H -1.704 0.988 -1.012  C4 1.083
17 H 2.157 -1.626 -0.107  N3 1.008
18 H 1.887 0.248 -1.422  C7 1.095
19 H -3.756 0.004 0.138  N2 1.021